The following is a DFT calculation (ωB97M-V with the def2-TZVPD basis set) of a 16-piece molecular cluster, C60H152O30S9 overall at a distorted geometry.

Last column: Löwdin charge in e.
Cartesian coordinates (Å):
1 C 4.162 -0.117 8.541  -0.259
2 S 2.561 -0.330 7.721  0.811
3 O 1.617 0.659 8.315  -0.571
4 C 3.184 0.296 6.178  -0.280
5 H 3.921 -0.256 9.602  0.052
6 H 4.551 0.891 8.354  0.058
7 H 4.774 -0.969 8.183  0.064
8 H 2.443 0.480 5.419  0.039
9 H 3.904 -0.433 5.794  0.056
10 H 3.727 1.277 6.387  0.077
11 C 2.422 -8.628 -2.516  -0.243
12 S 0.651 -8.192 -2.383  0.841
13 O -0.050 -9.375 -1.818  -0.578
14 C 0.704 -7.045 -0.941  -0.229
15 H 2.790 -9.159 -1.689  0.031
16 H 2.939 -7.649 -2.550  0.036
17 H 2.545 -9.252 -3.408  0.052
18 H -0.316 -6.615 -0.978  0.035
19 H 1.417 -6.209 -1.095  0.049
20 H 0.909 -7.417 0.060  0.052
21 C -1.367 2.413 7.879  -0.237
22 S -0.281 2.633 6.403  0.798
23 O -0.885 3.691 5.508  -0.581
24 C 1.079 3.479 7.227  -0.248
25 H -1.549 3.411 8.278  0.050
26 H -0.786 1.730 8.531  0.045
27 H -2.299 1.902 7.673  0.042
28 H 0.659 4.288 7.817  0.056
29 H 1.806 3.809 6.481  0.039
30 H 1.500 2.805 7.937  0.004
31 C -5.378 -5.882 -3.119  -0.243
32 S -4.024 -4.806 -2.650  0.821
33 O -3.181 -5.594 -1.678  -0.563
34 C -3.150 -4.826 -4.209  -0.228
35 H -6.172 -5.924 -2.381  0.061
36 H -4.916 -6.818 -3.259  0.041
37 H -5.872 -5.655 -4.042  0.054
38 H -3.631 -5.616 -4.814  0.062
39 H -2.090 -4.983 -4.179  0.053
40 H -3.318 -3.869 -4.648  0.012
41 C 1.590 -1.641 2.490  -0.265
42 S 2.977 -0.942 1.740  0.825
43 O 3.930 -0.737 2.873  -0.570
44 C 3.785 -2.401 0.974  -0.201
45 H 1.953 -2.267 3.268  0.045
46 H 0.941 -2.196 1.768  0.072
47 H 1.066 -0.743 2.748  0.013
48 H 3.355 -3.397 1.147  0.050
49 H 4.775 -2.354 1.412  0.044
50 H 3.778 -2.278 -0.084  0.015
51 C 0.775 2.811 -3.677  -0.259
52 S 0.534 2.165 -5.330  0.852
53 O 0.573 0.666 -5.166  -0.561
54 C -1.156 2.601 -5.348  -0.275
55 H 0.343 3.763 -3.552  0.011
56 H 1.722 2.704 -3.201  0.027
57 H 0.093 2.152 -3.058  0.052
58 H -1.558 2.528 -6.321  0.041
59 H -1.308 3.611 -4.925  0.058
60 H -1.683 1.848 -4.709  0.046
61 C -3.404 -8.356 0.553  -0.270
62 S -4.114 -9.959 0.141  0.799
63 O -5.382 -9.687 -0.590  -0.573
64 C -2.849 -10.359 -1.074  -0.287
65 H -2.395 -8.590 0.901  0.048
66 H -3.922 -7.816 1.340  0.040
67 H -3.387 -7.698 -0.314  0.031
68 H -3.460 -11.122 -1.708  0.088
69 H -1.950 -10.719 -0.530  0.057
70 H -2.572 -9.593 -1.736  0.009
71 C 1.411 -7.541 3.466  -0.245
72 S 2.035 -5.910 4.002  0.831
73 O 1.914 -5.037 2.767  -0.563
74 C 0.612 -5.499 4.979  -0.262
75 H 0.405 -7.319 3.180  0.029
76 H 1.420 -8.248 4.300  0.055
77 H 2.166 -7.794 2.667  0.067
78 H 0.648 -5.958 6.007  0.091
79 H -0.228 -5.767 4.363  0.039
80 H 0.686 -4.445 5.065  0.016
81 C 4.765 2.692 3.140  -0.266
82 S 3.493 3.891 2.855  0.825
83 O 2.668 4.044 4.094  -0.544
84 C 4.487 5.355 3.107  -0.241
85 H 5.588 2.966 2.477  0.053
86 H 4.311 1.694 2.984  0.025
87 H 5.110 2.771 4.240  0.092
88 H 4.940 5.295 4.068  0.047
89 H 3.766 6.177 3.243  0.048
90 H 5.136 5.491 2.259  0.051
91 C 1.127 3.655 -0.078  -0.096
92 O 1.189 4.933 0.500  -0.146
93 C 0.559 4.914 1.733  -0.242
94 C 0.805 6.198 2.501  -0.169
95 O 0.010 7.138 1.832  -0.111
96 C -0.327 8.325 2.518  -0.195
97 C -0.736 9.361 1.529  -0.207
98 O -1.698 8.711 0.681  -0.201
99 C -2.173 9.641 -0.281  -0.095
100 H 1.313 2.897 0.675  0.074
101 H 1.855 3.639 -0.900  0.089
102 H 0.173 3.436 -0.544  0.061
103 H 0.806 4.007 2.246  0.077
104 H -0.509 4.939 1.594  0.109
105 H 1.838 6.399 2.524  0.084
106 H 0.514 5.993 3.528  0.136
107 H 0.484 8.772 3.111  0.136
108 H -1.240 8.171 3.139  0.129
109 H 0.127 9.587 0.935  0.119
110 H -1.013 10.287 1.997  0.123
111 H -1.369 10.016 -0.929  0.090
112 H -2.488 10.518 0.333  0.099
113 H -2.958 9.221 -0.885  0.071
114 C -5.288 1.394 1.394  -0.095
115 O -4.295 2.422 1.322  -0.195
116 C -4.038 2.887 2.617  -0.228
117 C -3.265 4.204 2.647  -0.157
118 O -4.248 5.260 2.551  -0.135
119 C -3.641 6.535 2.515  -0.221
120 C -4.758 7.527 2.287  -0.175
121 O -5.275 7.610 0.954  -0.173
122 C -4.513 7.013 -0.095  -0.108
123 H -5.335 0.906 0.425  0.071
124 H -6.239 1.880 1.702  0.103
125 H -5.079 0.549 2.065  0.086
126 H -3.618 2.052 3.226  0.123
127 H -5.011 3.135 3.076  0.126
128 H -2.631 4.201 1.746  0.109
129 H -2.671 4.226 3.572  0.119
130 H -2.810 6.572 1.741  0.126
131 H -3.270 6.808 3.511  0.127
132 H -4.382 8.533 2.520  0.120
133 H -5.622 7.301 2.916  0.128
134 H -5.007 7.389 -1.008  0.103
135 H -4.465 5.945 -0.081  0.072
136 H -3.500 7.408 -0.147  0.044
137 C 4.179 1.352 -1.112  -0.127
138 O 3.459 0.687 -2.105  -0.178
139 C 4.235 0.326 -3.206  -0.176
140 C 4.958 1.517 -3.829  -0.227
141 O 4.059 2.410 -4.406  -0.134
142 C 4.784 3.324 -5.211  -0.201
143 C 5.401 4.495 -4.575  -0.201
144 O 4.528 5.550 -4.188  -0.168
145 C 3.583 5.202 -3.248  -0.110
146 H 3.670 1.251 -0.115  0.072
147 H 4.329 2.471 -1.332  0.101
148 H 5.121 0.927 -0.902  0.072
149 H 3.632 -0.048 -4.062  0.123
150 H 4.993 -0.416 -2.913  0.136
151 H 5.516 1.135 -4.692  0.108
152 H 5.689 1.966 -3.184  0.114
153 H 4.016 3.717 -5.936  0.160
154 H 5.483 2.769 -5.830  0.105
155 H 6.053 4.865 -5.339  0.122
156 H 6.038 4.373 -3.687  0.136
157 H 4.035 4.399 -2.584  0.097
158 H 2.701 4.764 -3.725  0.077
159 H 3.379 6.043 -2.676  0.072
160 C 3.876 -4.837 -3.401  -0.093
161 O 2.537 -5.266 -3.657  -0.248
162 C 2.031 -5.051 -4.995  -0.166
163 C 2.111 -3.597 -5.446  -0.179
164 O 3.438 -3.357 -5.906  -0.150
165 C 3.511 -2.524 -7.044  -0.180
166 C 3.563 -1.004 -6.780  -0.194
167 O 4.776 -0.468 -6.376  -0.196
168 C 5.478 0.271 -7.336  -0.115
169 H 3.904 -3.759 -3.248  0.077
170 H 4.568 -5.082 -4.143  0.063
171 H 4.162 -5.358 -2.415  0.114
172 H 1.047 -5.514 -4.849  0.122
173 H 2.558 -5.669 -5.714  0.122
174 H 1.856 -2.949 -4.542  0.139
175 H 1.406 -3.336 -6.277  0.134
176 H 2.718 -2.763 -7.814  0.138
177 H 4.376 -2.857 -7.565  0.111
178 H 2.868 -0.815 -5.958  0.104
179 H 3.219 -0.424 -7.656  0.134
180 H 5.515 -0.250 -8.322  0.103
181 H 6.526 0.281 -7.045  0.089
182 H 5.142 1.307 -7.435  0.080
183 C -2.549 -0.387 -6.059  -0.092
184 O -3.224 -1.372 -5.310  -0.199
185 C -3.125 -1.149 -3.905  -0.197
186 C -3.804 0.069 -3.450  -0.178
187 O -2.910 1.151 -3.288  -0.166
188 C -2.666 1.826 -2.072  -0.157
189 C -3.382 3.230 -2.020  -0.119
190 O -2.870 4.177 -3.034  -0.223
191 C -1.780 4.957 -2.496  -0.081
192 H -2.629 -0.755 -7.041  0.077
193 H -1.535 -0.186 -5.747  0.052
194 H -3.098 0.646 -5.878  0.117
195 H -2.048 -1.119 -3.660  0.139
196 H -3.618 -2.037 -3.444  0.102
197 H -4.313 -0.103 -2.508  0.122
198 H -4.538 0.310 -4.232  0.142
199 H -1.589 2.081 -2.114  0.078
200 H -2.702 1.310 -1.132  0.101
201 H -3.175 3.702 -1.029  0.108
202 H -4.479 3.224 -2.192  0.133
203 H -1.038 4.206 -2.070  0.070
204 H -2.168 5.652 -1.784  0.072
205 H -1.340 5.446 -3.379  0.094
206 C -4.161 -2.413 0.100  -0.113
207 O -4.055 -2.570 1.498  -0.172
208 C -4.079 -3.971 1.689  -0.223
209 C -3.878 -4.384 3.131  -0.206
210 O -2.556 -4.399 3.570  -0.135
211 C -1.924 -3.114 3.694  -0.150
212 C -2.407 -2.325 4.938  -0.123
213 O -1.720 -2.815 6.113  -0.184
214 C -0.697 -1.977 6.624  -0.107
215 H -4.094 -1.356 0.004  0.062
216 H -5.173 -2.700 -0.230  0.095
217 H -3.410 -3.012 -0.436  0.067
218 H -3.314 -4.561 1.148  0.120
219 H -5.048 -4.362 1.402  0.125
220 H -4.239 -5.433 3.241  0.135
221 H -4.522 -3.847 3.870  0.131
222 H -2.090 -2.562 2.791  0.096
223 H -0.897 -3.308 3.825  0.090
224 H -3.433 -2.493 5.055  0.099
225 H -2.077 -1.318 4.813  0.108
226 H -0.953 -0.974 6.774  0.056
227 H 0.141 -1.940 5.949  0.069
228 H -0.427 -2.430 7.582  0.100
229 C -0.631 1.486 2.808  -0.087
230 O 0.017 0.750 1.768  -0.239
231 C -0.834 0.800 0.598  -0.149
232 C -0.099 0.153 -0.603  -0.189
233 O -0.444 -1.192 -0.626  -0.108
234 C 0.438 -1.809 -1.523  -0.193
235 C 0.310 -3.323 -1.476  -0.199
236 O 0.536 -3.822 -0.198  -0.210
237 C -0.591 -4.134 0.646  -0.075
238 H 0.032 1.587 3.680  0.075
239 H -1.499 0.984 3.137  0.064
240 H -0.939 2.490 2.500  0.071
241 H -1.053 1.877 0.591  0.103
242 H -1.713 0.229 0.887  0.124
243 H 1.004 0.301 -0.410  0.128
244 H -0.272 0.667 -1.556  0.099
245 H 1.502 -1.616 -1.213  0.129
246 H 0.322 -1.442 -2.560  0.130
247 H 1.077 -3.788 -2.161  0.127
248 H -0.682 -3.681 -1.762  0.116
249 H -1.077 -3.202 0.967  0.075
250 H -0.283 -4.731 1.506  0.075
251 H -1.265 -4.771 0.043  0.068

Values from the calculation:
Max |F| (eV Å⁻¹): 3.29
LUMO level (eV): 0.3
Spin multiplicity: 1
Highest occupied orbital energy (eV): -8.39
Electronic energy (eV): -223604.198